## one
Here is C10H14N2S as an isolated structure from OMol25. Energies are from ωB97M-V with the def2-TZVPD basis set.

Last column: natural (NBO) charge in e.
Element x y z (Å)
C1 3.000 -0.045 -0.176  0.2896
C2 -3.231 -0.119 0.074  -0.2232
C3 -3.165 0.995 -0.695  -0.4573
C4 -1.972 -0.712 0.436  -0.1283
C5 -1.010 0.186 0.097  -0.0496
C6 -1.888 -2.037 1.146  -0.6341
C7 1.825 1.925 -0.626  -0.5993
C8 1.367 -0.286 -2.028  -0.5988
C9 1.150 -0.162 1.727  -0.4281
C10 1.686 0.346 -0.642  0.0008
N1 4.020 -0.224 0.355  -0.3294
N2 0.795 -0.272 0.336  -0.4128
S1 -1.573 1.535 -0.779  0.4525
H1 -4.237 -0.551 0.494  0.2248
H2 -4.016 1.634 -0.928  0.2483
H3 -2.811 -2.566 0.941  0.2244
H4 -1.253 -2.749 0.675  0.2353
H5 -1.638 -1.834 2.244  0.2273
H6 2.239 2.205 0.309  0.2198
H7 2.500 2.165 -1.436  0.2251
H8 0.829 2.245 -0.697  0.2082
H9 1.047 -1.266 -1.775  0.2372
H10 2.273 -0.174 -2.714  0.2246
H11 0.500 0.284 -2.425  0.2197
H12 1.292 0.887 2.033  0.1781
H13 0.274 -0.545 2.363  0.2089
H14 1.998 -0.865 1.690  0.2361

Properties
LUMO in Eh: 0.023
HOMO energy in eV: -8.79



## two
Here is one molecule with the formula C10H14N2S from OMol25. Energies are from ωB97M-V with the def2-TZVPD basis set.

Last column: natural (NBO) charge in e.
Element x y z (Å)
C1 1.167 0.839 -2.964  -0.6116
C2 -0.299 1.278 -3.047  -0.4114
C3 -1.258 0.348 -2.306  -0.2177
N1 -0.984 0.244 -0.881  -0.6097
C4 -1.441 1.123 0.044  0.3089
S1 -2.450 2.414 -0.298  -0.2917
N2 -1.025 0.919 1.327  -0.6137
C5 -0.216 -0.134 1.845  0.1350
C6 0.854 0.199 2.676  -0.2311
C7 1.645 -0.792 3.228  -0.1929
C8 1.377 -2.141 2.955  -0.2167
C9 0.301 -2.467 2.136  -0.1935
C10 -0.501 -1.480 1.586  -0.2539
H1 1.820 1.520 -3.518  0.2162
H2 1.273 -0.160 -3.382  0.1961
H3 1.503 0.827 -1.939  0.2007
H4 -0.616 1.326 -4.092  0.2057
H5 -0.393 2.304 -2.629  0.2210
H6 -2.294 0.699 -2.409  0.2378
H7 -1.183 -0.683 -2.723  0.1915
H8 -0.289 -0.404 -0.575  0.4003
H9 -1.312 1.632 1.947  0.4209
H10 1.096 1.279 2.861  0.2262
H11 2.483 -0.533 3.888  0.2208
H12 1.984 -2.917 3.377  0.2175
H13 0.101 -3.487 1.914  0.2157
H14 -1.345 -1.754 0.977  0.2293

Properties
LUMO in Eh: 0.026
HOMO energy in eV: -8.12



## three
Here is one molecule with the formula C10H14N2S from OMol25. Energies are from ωB97M-V with the def2-TZVPD basis set.

Last column: natural (NBO) charge in e.
Element x y z (Å)
C1 -1.259 0.883 -2.036  -0.4392
C2 -1.183 1.042 -0.716  0.1398
C3 -1.992 0.202 0.219  0.1040
S1 -3.395 0.612 0.974  -0.1882
N1 -1.471 -0.949 0.418  -0.5425
C4 -0.268 -1.548 -0.145  -0.0547
C5 -0.714 -2.886 -0.803  -0.6135
C6 0.628 -1.980 1.084  -0.6102
N2 -0.334 2.108 -0.098  -0.3784
C7 0.707 2.706 -0.808  -0.0681
C8 1.404 3.456 0.067  -0.2794
C9 0.721 3.340 1.367  -0.2832
C10 -0.414 2.612 1.211  -0.0438
H1 -0.964 1.592 -2.760  0.2248
H2 -1.813 -0.047 -2.324  0.2136
H3 -1.994 -1.470 1.099  0.4086
H4 0.170 -0.751 -0.829  0.2441
H5 -1.008 -3.586 -0.032  0.2047
H6 -1.687 -2.708 -1.257  0.2179
H7 -0.043 -3.370 -1.378  0.2174
H8 0.011 -2.587 1.681  0.2015
H9 1.226 -1.174 1.668  0.2276
H10 1.377 -2.581 0.596  0.2093
H11 1.068 2.423 -1.796  0.2204
H12 2.335 3.892 -0.140  0.2176
H13 0.960 3.855 2.179  0.2054
H14 -1.229 2.324 1.889  0.2444

Properties
LUMO in Eh: 0.026
HOMO energy in eV: -8.42



It is two that is the most stable of them.



## one
Here is a 2-piece molecular cluster, ClHNO2 overall from OMol25. Energies are from ωB97M-V with the def2-TZVPD basis set.

Last column: natural (NBO) charge in e.
Element x y z (Å)
N1 -0.990 0.038 0.067  0.3123
O1 -1.736 -0.920 0.046  -0.3693
O2 -1.514 1.333 0.022  -0.5220
Cl1 2.019 -0.060 0.026  -0.8048
H1 0.171 -0.132 0.105  0.3838

Properties
LUMO (spin up / spin down) in Eh: 0.148 / 0.148
Total charge: -1
HOMO energy (spin up / spin down) in eV: -5.12 / -5.12



## two
Here is a 2-piece molecular cluster, ClHNO2 overall from OMol25. Energies are from ωB97M-V with the def2-TZVPD basis set.

Last column: natural (NBO) charge in e.
Element x y z (Å)
N1 -1.238 1.559 -1.440  0.0938
O1 -1.524 1.012 -0.437  -0.3349
O2 0.628 -0.469 0.534  -0.7881
Cl1 -1.840 0.809 -3.132  -0.3689
H1 -0.014 0.026 0.175  0.3981

Properties
LUMO (spin up / spin down) in Eh: 0.159 / 0.085
Total charge: -1
HOMO energy (spin up / spin down) in eV: -5.07 / -2.43



It is one that is the most stable of them.



## one
Here is one molecule with the formula CH4N2O3 from OMol25. Energies are from ωB97M-V with the def2-TZVPD basis set.

Last column: natural (NBO) charge in e.
Element x y z (Å)
N1 1.799 0.123 -0.377  -0.6606
N2 0.976 -0.417 0.529  -0.0972
O1 -0.157 -0.924 -0.204  -0.4139
C1 -1.104 0.092 0.092  0.9124
O2 -1.046 1.221 -0.350  -0.5458
O3 -2.249 -0.495 0.486  -0.7230
H1 1.486 0.920 -0.924  0.3698
H2 2.773 0.082 -0.111  0.3794
H3 0.231 0.392 1.064  0.2603
H4 -2.708 -0.994 -0.205  0.5185

Properties
LUMO in Eh: 0.000
HOMO energy in eV: -9.52



## two
Here is a 2-piece molecular cluster, CH4N2O3 overall from OMol25. Energies are from ωB97M-V with the def2-TZVPD basis set.

Last column: natural (NBO) charge in e.
Element x y z (Å)
N1 -0.621 -0.978 -1.662  -0.5656
N2 -1.310 -0.208 -0.882  0.2365
O1 -0.599 0.839 -0.639  -0.4142
H1 0.299 -1.178 -1.271  0.4047
H2 -1.144 -1.793 -1.963  0.3763
O2 1.563 -0.609 1.106  -0.5919
C1 0.715 0.279 1.070  0.6331
O3 1.043 1.593 1.161  -0.6878
H3 -0.367 -0.003 1.327  0.1155
H4 0.421 2.058 1.752  0.4933

Properties
LUMO in Eh: -0.019
HOMO energy in eV: -10.27



It is two that is the most stable of them.



## one
Here is C5H10N2 as an isolated structure from OMol25. Energies are from ωB97M-V with the def2-TZVPD basis set.

Last column: natural (NBO) charge in e.
Element x y z (Å)
C1 0.476 -1.239 0.346  -0.3924
C2 -0.831 -1.395 -0.362  -0.4052
C3 -0.323 -0.014 -0.021  -0.1267
C4 -1.014 0.738 1.096  -0.5869
C5 0.115 0.842 -1.148  -0.2326
N1 2.417 1.036 -0.130  -0.3645
N2 1.964 1.086 -1.250  -0.0972
H1 0.525 -1.502 1.391  0.2159
H2 1.383 -1.449 -0.199  0.2185
H3 -0.814 -1.701 -1.397  0.2109
H4 -1.674 -1.779 0.190  0.2117
H5 -0.344 1.479 1.526  0.2159
H6 -1.328 0.055 1.881  0.2074
H7 -1.898 1.249 0.713  0.2048
H8 -0.193 1.877 -1.084  0.2058
H9 -0.022 0.428 -2.138  0.1981
H10 3.437 1.184 -0.101  0.3164

Properties
LUMO in Eh: 0.042
HOMO energy in eV: -8.14



## two
Here is C5H10N2 as an isolated structure from OMol25. Energies are from ωB97M-V with the def2-TZVPD basis set.

Last column: natural (NBO) charge in e.
Element x y z (Å)
C1 -1.738 -0.579 -0.465  -0.6516
C2 0.216 1.434 0.351  -0.7658
N1 0.634 -0.772 -1.109  -0.4485
C3 -0.315 -0.494 0.051  0.1489
C4 1.945 0.866 -0.366  0.0686
C5 -0.010 -1.134 1.229  -0.4797
N2 1.797 -0.124 -1.106  -0.2047
H1 0.730 -1.755 -1.335  0.3880
H2 2.699 1.633 -0.495  0.2105
H3 -1.922 -1.558 -0.910  0.2223
H4 -2.454 -0.443 0.347  0.2163
H5 -1.924 0.174 -1.229  0.2189
H6 -0.783 -1.588 1.831  0.1986
H7 0.989 -1.089 1.637  0.1991
H8 0.554 1.476 1.388  0.2276
H9 0.453 2.377 -0.157  0.2060
H10 -0.870 1.577 0.340  0.2455

Properties
LUMO (spin up / spin down) in Eh: 0.014 / 0.014
HOMO energy (spin up / spin down) in eV: -7.72 / -7.72



## three
Here is one molecule with the formula C5H10N2 from OMol25. Energies are from ωB97M-V with the def2-TZVPD basis set.

Last column: natural (NBO) charge in e.
Element x y z (Å)
C1 2.670 -0.924 -0.720  0.0755
N1 2.554 -0.310 0.378  -0.4648
C2 1.374 0.335 0.688  -0.0098
C3 0.136 0.054 0.220  -0.2908
C4 -0.944 1.050 -0.101  -0.4418
C5 -2.223 0.391 -0.616  -0.2088
N2 -2.611 -0.654 0.371  -0.8544
H1 2.429 -0.374 -1.687  0.1282
H2 2.612 -2.021 -0.816  0.1792
H3 1.575 1.317 1.067  0.1801
H4 -0.084 -0.965 -0.109  0.2075
H5 -1.165 1.670 0.795  0.2023
H6 -0.635 1.795 -0.847  0.2144
H7 -2.940 1.181 -0.759  0.1752
H8 -2.010 0.014 -1.620  0.1773
H9 -2.250 -0.359 1.269  0.3628
H10 -3.630 -0.837 0.362  0.3679

Properties
LUMO in Eh: -0.001
HOMO energy in eV: -7.75



It is one that is the most stable of them.



## one
Here is one molecule with the formula C5H10N2 from OMol25. Energies are from ωB97M-V with the def2-TZVPD basis set.

Last column: natural (NBO) charge in e.
Element x y z (Å)
C1 -1.928 -0.264 0.187  -0.6515
C2 -1.082 -0.253 -1.080  -0.0753
N1 -0.218 0.906 -1.466  -0.6701
C3 0.367 -0.288 -0.893  -0.0688
C4 0.940 -0.494 0.476  -0.1106
C5 2.177 0.188 0.900  -0.2561
N2 0.879 0.575 1.460  -0.5814
H1 -2.974 0.001 0.010  0.2155
H2 -1.539 0.371 0.994  0.2271
H3 -1.903 -1.290 0.574  0.2209
H4 -1.526 -0.676 -1.966  0.1933
H5 -0.874 1.574 -1.135  0.3934
H6 0.898 -0.823 -1.679  0.2124
H7 0.727 -1.491 0.867  0.2057
H8 2.852 -0.304 1.596  0.1998
H9 2.651 0.862 0.190  0.1971
H10 0.554 1.407 0.966  0.3484

Properties
LUMO in Eh: 0.043
HOMO energy in eV: -9.26



## two
Here is one molecule with the formula C5H10N2 from OMol25. Energies are from ωB97M-V with the def2-TZVPD basis set.

Last column: natural (NBO) charge in e.
Element x y z (Å)
C1 -1.187 0.154 -0.517  -0.1048
C2 0.240 0.613 1.301  -0.4071
C3 -2.382 0.803 0.086  -0.6618
C4 2.392 -0.392 -0.263  -0.6787
N1 -0.036 0.004 0.147  -0.2995
C5 0.974 -0.809 -0.479  0.4613
N2 0.719 -1.812 -1.184  -0.6034
H1 -1.188 -0.082 -1.568  0.1919
H2 -0.267 -2.046 -1.276  0.3533
H3 -0.455 1.297 1.738  0.1961
H4 1.038 0.245 1.912  0.1881
H5 -3.251 0.632 -0.545  0.2262
H6 -2.248 1.887 0.194  0.2080
H7 -2.585 0.399 1.082  0.2177
H8 2.483 0.692 -0.287  0.2336
H9 2.747 -0.749 0.701  0.2337
H10 3.008 -0.836 -1.042  0.2453

Properties
LUMO (spin up / spin down) in Eh: 0.026 / 0.026
HOMO energy (spin up / spin down) in eV: -6.83 / -6.83



It is two that is the most stable of them.



## one
Here is one molecule with the formula C5H10N2 from OMol25. Energies are from ωB97M-V with the def2-TZVPD basis set.

Last column: natural (NBO) charge in e.
Element x y z (Å)
C1 -2.307 0.205 0.277  -0.0027
N1 -1.325 0.982 0.144  -0.4518
C2 -0.159 0.579 -0.536  0.2028
C3 -0.099 0.418 -1.877  -0.4968
C4 1.027 0.689 0.398  -0.4632
C5 1.163 -0.571 1.248  -0.2184
N2 1.188 -1.775 0.302  -0.8287
H1 -2.569 -0.557 -0.470  0.1528
H2 -2.944 0.309 1.155  0.1693
H3 0.686 -0.200 -2.290  0.2009
H4 -0.623 1.188 -2.432  0.2204
H5 1.965 0.853 -0.140  0.2107
H6 1.047 1.537 1.074  0.2471
H7 2.117 -0.642 1.774  0.1801
H8 0.324 -0.884 1.866  0.2004
H9 1.755 -1.480 -0.495  0.3313
H10 1.801 -2.452 0.709  0.3459

Properties
LUMO in Eh: 0.029
HOMO energy in eV: -8.37



## two
Here is one molecule with the formula C5H10N2 from OMol25. Energies are from ωB97M-V with the def2-TZVPD basis set.

Last column: natural (NBO) charge in e.
Element x y z (Å)
C1 1.045 -0.471 1.824  -0.6225
C2 1.050 -0.937 0.392  -0.0664
N1 -0.225 -1.303 -0.227  -0.6236
C3 0.531 -0.186 -0.786  -0.0922
C4 -0.218 1.121 -0.815  -0.1052
C5 -1.644 1.050 -1.214  -0.2566
N2 -1.269 1.431 0.143  -0.5834
H1 0.358 0.356 1.983  0.2189
H2 2.041 -0.138 2.121  0.2152
H3 0.752 -1.293 2.478  0.2152
H4 1.871 -1.617 0.165  0.1869
H5 -0.162 -2.135 -0.801  0.3603
H6 1.082 -0.369 -1.711  0.1970
H7 0.353 1.993 -1.126  0.2027
H8 -2.108 1.823 -1.819  0.1944
H9 -2.040 0.046 -1.353  0.1997
H10 -1.418 0.629 0.749  0.3597

Properties
LUMO in Eh: 0.038
HOMO energy in eV: -9.22



It is two that is the most stable of them.